72
Properties=species:S:1:pos:R:3:lowdin_spin:R:1 method="wB97M-V/def2-TZVPD" multiplicity=2 homo_energy_ha="-0.46054 / -0.46335" e_tot_ev=-174519.0172 total_charge=+2 relative_energy_ev=0.0000
Ir -0.65 -0.70 -0.09 0.01
O 4.30 2.30 1.13 0.01
C 4.96 1.48 0.29 0.02
C 6.33 1.72 0.14 0.00
C 7.09 0.94 -0.70 0.02
C 6.51 -0.11 -1.42 0.00
C 5.16 -0.34 -1.29 0.01
C 4.36 0.44 -0.43 0.01
C 2.93 0.10 -0.38 0.07
O 2.43 -0.78 -1.08 0.08
N 2.17 0.83 0.52 0.33
N 0.87 0.68 0.48 0.37
C 0.25 1.29 1.66 0.02
C -1.07 1.89 1.23 0.01
C -1.58 3.09 1.68 0.00
C -2.79 3.53 1.17 0.00
C -3.44 2.76 0.22 0.00
C -2.87 1.57 -0.18 0.00
N -1.71 1.13 0.33 0.00
H 3.38 2.00 1.17 0.00
H 6.77 2.53 0.71 0.00
H 8.15 1.14 -0.79 0.00
H 7.11 -0.72 -2.08 0.00
H 4.69 -1.14 -1.84 0.00
H 0.90 2.02 2.14 0.00
H -1.02 3.68 2.40 0.00
H -3.21 4.47 1.50 0.00
H -4.38 3.08 -0.21 0.00
H -3.32 0.95 -0.94 0.00
C -4.07 -1.90 -1.31 0.00
As -2.64 -2.06 -0.02 0.00
C -3.57 -1.83 1.65 0.00
C -2.12 -3.91 -0.04 0.00
C -3.05 -4.93 0.05 0.00
C -2.63 -6.25 0.06 0.00
C -1.28 -6.55 -0.02 0.00
C -0.34 -5.53 -0.12 0.00
C -0.76 -4.20 -0.12 0.00
As 0.55 -2.77 -0.30 0.00
C 1.76 -3.07 1.17 0.00
C 1.52 -3.42 -1.85 0.00
H -4.78 -2.71 -1.13 0.00
H -3.70 -1.97 -2.33 0.00
H -4.59 -0.95 -1.17 0.00
H -4.39 -2.54 1.69 0.00
H -3.96 -0.81 1.72 0.00
H -2.88 -2.02 2.48 0.00
H -4.11 -4.72 0.12 0.00
H -3.36 -7.05 0.13 0.00
H -0.95 -7.58 -0.02 0.00
H 0.71 -5.78 -0.19 0.00
H 1.99 -4.13 1.23 0.00
H 1.28 -2.75 2.10 0.00
H 2.66 -2.50 0.99 0.00
H 2.16 -4.23 -1.50 0.00
H 2.14 -2.62 -2.25 0.00
H 0.83 -3.82 -2.58 0.00
C 0.09 0.22 4.05 0.00
C -0.09 0.13 2.59 0.01
O -0.52 -0.89 2.04 0.01
H -0.34 1.15 4.43 0.00
H 1.17 0.28 4.24 0.00
H -0.33 -0.64 4.56 0.00
C 0.57 0.76 -2.91 0.00
S -0.87 -0.13 -2.30 0.00
C -0.86 -1.52 -3.43 0.00
H 1.47 0.15 -2.79 0.00
H 0.66 1.68 -2.34 0.00
H 0.38 0.99 -3.95 0.00
H -1.17 -1.15 -4.41 0.00
H -1.57 -2.27 -3.09 0.00
H 0.13 -1.95 -3.50 0.00